{"formula": "C4H12NO", "method": "ωB97M-V/def2-TZVPD", "species": ["C", "N", "C", "C", "C", "H", "H", "H", "H", "H", "H", "H", "H", "H", "H", "H", "H", "O"], "coordinates": [[0.31881, 1.18437, 0.08098], [-0.13603, 0.07355, 1.00764], [0.92460, -0.99041, 1.04459], [1.44135, -0.97028, -0.41914], [1.02082, 0.41122, -1.09227], [0.95468, 1.90574, 0.42526], [-0.61804, 1.62396, -0.24812], [-0.12562, 0.53106, 1.92092], [-1.01607, -0.24539, 0.68847], [1.75801, -0.96426, 1.82378], [0.25294, -1.95429, 1.24642], [1.04525, -1.87206, -0.95899], [2.51948, -1.01716, -0.44331], [1.76141, 1.11086, -1.48456], [0.39467, 0.27746, -1.95624], [-3.29183, 0.86966, -0.95877], [-2.99257, -0.59045, -0.82692], [-2.74044, 0.25008, -0.49580]], "atomic_forces_ev_per_a": [[-2.38, -2.85, -3.33], [3.76, 2.71, 1.92], [-1.26, -3.02, -0.64], [0.12, 0.05, -0.82], [-0.49, 0.07, 1.31], [1.53, 1.42, 1.96], [0.12, 0.36, -0.05], [-1.11, -0.44, 0.18], [-1.46, -0.36, -0.17], [-1.59, 0.78, -0.85], [1.97, 1.75, -0.28], [0.37, 1.10, 0.28], [0.28, -0.34, 0.11], [0.74, -0.71, 0.33], [-0.72, -0.35, -0.03], [-0.39, 0.57, -0.25], [-0.50, -1.28, -0.52], [1.03, 0.54, 0.85]], "mulliken_charge": [-0.6484, -0.0862, -0.4937, -0.5097, -0.4752, 0.4362, 0.3110, 0.3168, 0.3413, 0.3047, 0.3071, 0.2933, 0.3025, 0.3360, 0.2769, 0.3033, 0.3029, -0.6188], "relative_energy_kj_mol": 107.37, "orbital_gap_ev": 12.641, "charge": 1, "homo_energy_ev": -15.81, "lumo_ev": -3.17}


{"formula": "C5H15N2", "method": "ωB97M-V/def2-TZVPD", "species": ["C", "C", "C", "C", "C", "N", "N", "H", "H", "H", "H", "H", "H", "H", "H", "H", "H", "H", "H", "H", "H", "H"], "coordinates": [[0.34754, -1.38928, -1.53613], [0.42038, -0.56946, -0.20525], [0.80935, 0.85636, -0.47511], [-0.43918, 1.73550, -0.55602], [-0.82930, 2.07081, 0.91643], [-1.36728, -0.89906, 2.66497], [1.54148, -1.93462, -2.13031], [-0.30227, -2.20334, -1.42699], [-0.09333, -0.72775, -2.30894], [-0.76056, -0.86048, 1.79680], [0.86578, -1.04368, 0.64162], [1.30434, 0.84605, -1.46854], [1.63845, 1.26049, 0.27453], [-0.26099, 2.66636, -1.14312], [-1.17740, 1.00282, -0.95555], [-0.15244, 2.78080, 1.33201], [-1.91670, 2.37379, 1.19943], [-0.97598, -1.37110, 3.48349], [-0.52993, 1.12246, 1.44645], [-2.24238, -1.41734, 2.44676], [2.43642, -1.40530, -2.16060], [1.68401, -2.89402, -1.83596]], "atomic_forces_ev_per_a": [[-1.67, 1.69, -1.09], [4.54, 0.85, -3.57], [2.15, 0.04, 1.81], [-1.17, 0.50, 0.67], [-0.94, -1.61, 0.48], [-0.60, -0.38, -1.08], [1.26, 0.28, 1.47], [-1.12, -1.17, 0.25], [-0.04, -0.13, 0.69], [-0.97, -0.57, 2.01], [-0.49, -0.50, 1.08], [-0.43, -0.20, 0.19], [-2.02, -0.84, -1.20], [-0.33, -1.10, 0.01], [-0.16, 1.38, -0.37], [0.42, 0.87, 0.14], [1.95, -0.68, -0.96], [0.46, 0.17, -0.73], [-1.00, 1.05, 0.12], [0.93, 0.61, -0.01], [-1.15, -0.37, 0.17], [0.40, 0.11, -0.06]], "mulliken_charge": [-0.9208, -0.0902, -0.5788, -0.2176, -0.8950, -0.6069, -0.4149, 0.4811, 0.3297, 0.1294, 0.6248, 0.3594, 0.3460, 0.3507, 0.2980, 0.3339, 0.2566, 0.2559, 0.1478, 0.2712, 0.2520, 0.2881], "relative_energy_kj_mol": 498.96, "orbital_gap_ev": 5.843, "charge": 1, "homo_energy_ev": -13.52, "lumo_ev": -7.67}


{"formula": "C3H10N3O", "method": "ωB97M-V/def2-TZVPD", "species": ["C", "C", "C", "N", "N", "N", "O", "H", "H", "H", "H", "H", "H", "H", "H", "H", "H"], "coordinates": [[2.68627, -2.13915, 1.10635], [-1.87361, 0.08186, 0.30230], [-1.83865, 2.03264, -0.96575], [2.65272, -0.81122, 0.50955], [-1.32408, 0.71723, -0.87449], [1.56860, -0.44051, -0.27510], [1.83717, 0.57607, -0.99479], [3.73555, -2.51509, 0.79307], [2.72412, -2.04585, 2.21192], [2.05731, -2.84378, 0.63061], [-1.60826, -0.95761, 0.16717], [-1.49924, 0.59707, 1.12092], [-3.04630, 0.22039, 0.14763], [-1.34494, 2.49171, -1.77715], [-2.96885, 2.06957, -1.01866], [-1.55990, 2.55261, -0.13551], [-0.19790, 0.41405, -0.94807]], "atomic_forces_ev_per_a": [[2.48, 1.27, -0.65], [-2.47, -0.34, -3.55], [-0.31, -1.19, -1.48], [-2.55, 1.81, -2.42], [2.40, -2.88, -0.67], [4.14, -1.47, 1.96], [-0.89, -0.57, 0.79], [-1.25, 0.32, 0.72], [-0.53, -0.56, -0.46], [-1.45, -0.89, 0.13], [-0.06, -0.36, 0.97], [0.34, 0.43, 2.44], [2.05, -0.52, 1.00], [0.05, 0.91, -1.27], [1.05, -0.23, -0.32], [0.55, 2.13, 2.78], [-3.54, 2.14, 0.02]], "mulliken_charge": [-0.6998, -0.9547, -0.9462, -0.5520, -0.3886, 0.0570, -0.5797, 0.1591, 0.1944, 0.3911, 0.3167, 0.3166, 0.2799, 0.3550, 0.2358, 0.3842, 0.4311], "relative_energy_kj_mol": 429.38, "orbital_gap_ev": 7.253, "charge": -1, "homo_energy_ev": -3.16, "lumo_ev": 4.10}


{"formula": "C10H12F8O11S2V", "method": "ωB97M-V/def2-TZVPD", "species": ["O", "V", "F", "F", "C", "F", "F", "F", "S", "O", "O", "O", "C", "F", "F", "F", "S", "O", "O", "O", "O", "C", "O", "C", "C", "C", "H", "H", "H", "H", "H", "H", "O", "C", "O", "C", "C", "C", "H", "H", "H", "H", "H", "H"], "coordinates": [[-0.55372, -2.09735, -0.93305], [-0.29956, -2.20978, 0.64478], [1.20481, -3.73011, 0.97034], [0.23860, -1.66843, 2.73064], [4.35996, -0.77430, -0.17312], [4.03728, -0.40506, -1.44079], [4.86545, -2.04806, -0.18934], [5.35212, -0.03254, 0.28466], [2.75581, -0.68137, 0.94871], [2.93650, -1.60408, 2.02102], [2.84146, 0.70372, 1.41453], [1.55740, -1.14712, 0.22843], [-4.36400, -3.00107, 2.51651], [-5.37204, -3.63126, 1.93429], [-4.11003, -1.90042, 1.78701], [-4.74085, -2.65469, 3.72556], [-2.76136, -4.08049, 2.49172], [-2.22972, -4.04055, 3.85036], [-3.26319, -5.39982, 2.18313], [-1.89073, -3.44861, 1.45555], [1.94877, -0.94519, -4.24512], [1.46701, 0.11516, -3.96063], [1.10446, 0.91626, -4.99191], [0.79016, 2.28691, -4.45679], [0.39760, 1.98557, -3.06201], [1.01286, 0.69441, -2.62001], [-0.08187, 2.53235, -5.06294], [1.53199, 3.08244, -4.52699], [-0.68651, 2.09746, -3.04508], [0.56070, 2.77417, -2.32744], [0.34959, 0.05054, -2.04242], [1.95045, 0.71682, -2.06457], [-1.41420, -0.25038, 0.81471], [-1.21895, 0.94155, 1.06849], [-1.44737, 1.87732, 0.06130], [-0.75871, 3.11418, 0.28435], [-0.94580, 3.08068, 1.73923], [-0.72790, 1.67101, 2.31295], [-1.26735, 3.92198, -0.24181], [0.27723, 3.11928, -0.05465], [-1.93589, 3.42422, 2.03889], [-0.28964, 3.79206, 2.24073], [-1.45910, 1.49743, 3.10245], [0.27833, 1.35512, 2.58829]], "atomic_forces_ev_per_a": [[0.12, -0.70, 3.25], [1.32, -1.17, -2.18], [-2.20, 1.74, -0.06], [0.12, -0.40, -0.91], [-0.78, -1.80, -0.32], [0.47, -0.19, 0.92], [-0.98, 1.12, -0.26], [-0.51, 0.56, 0.01], [0.51, 0.61, 2.10], [1.22, -0.90, 0.90], [-0.71, -0.52, -1.61], [-0.14, 1.40, -1.25], [1.53, -0.38, -1.15], [-0.28, -0.30, -0.13], [-0.20, 0.40, 0.22], [0.03, 0.21, 0.60], [0.19, -1.30, 2.25], [-0.30, 1.10, -1.34], [0.10, 0.80, -1.05], [0.02, 0.51, -0.14], [0.24, 0.14, 0.84], [-0.95, -1.69, -0.72], [0.70, 2.70, 0.50], [-0.60, -1.50, -1.35], [-1.44, 1.84, 2.16], [0.67, -0.81, -0.87], [0.20, 0.49, 0.06], [0.64, -0.65, -0.53], [-0.35, -1.36, 0.14], [0.94, 0.38, -0.22], [0.06, -0.28, -0.39], [-0.13, 0.68, 0.37], [0.43, 1.91, 0.80], [0.15, -1.06, -1.68], [0.15, -2.49, -1.13], [-0.66, -0.84, 0.32], [1.42, 2.65, 3.59], [-1.16, 0.04, -1.77], [-0.26, -0.19, 0.15], [0.07, -0.53, 0.04], [-0.20, -0.16, -0.39], [0.21, 0.12, 0.14], [0.34, -0.27, 0.15], [0.01, 0.11, -0.08]], "mulliken_spin": [-0.2746, 1.1876, 0.2993, 0.6262, 0.0062, 0.0012, 0.0001, 0.0002, 0.0003, 0.0927, 0.0109, 0.0251, 0.0006, 0.0002, 0.0004, 0.0002, 0.0052, 0.0005, -0.0007, 0.0113, 0.0000, 0.0002, 0.0000, 0.0000, -0.0003, -0.0008, 0.0000, 0.0000, 0.0000, 0.0000, 0.0010, 0.0001, 0.0072, -0.0027, 0.0024, 0.0000, 0.0001, -0.0024, 0.0000, 0.0001, 0.0000, 0.0001, 0.0005, 0.0018], "multiplicity": 3, "orbital_gap_ev": [9.038, 4.597], "charge": -1, "s2": 2.052, "homo_energy_ev": [-7.32, -7.33], "lumo_ev": [1.72, -2.73]}